Record 1
# C10H21N2O

2 unconnected molecules or ions with the total composition C10H21N2O (ωB97M-V with the def2-TZVPD basis set, the Open Molecules 2025 dataset).

Positions of all 34 atoms, in Å:
C (-1.6850, -1.2162, -1.6738)
C (-2.1385, -0.0522, -0.8640)
C (-0.2170, -1.0509, -2.1260)
C (-1.3003, 0.3223, 0.4399)
C (0.6361, -0.9048, -0.7581)
C (-1.7251, -0.5726, 1.6909)
C (-1.4860, 1.7919, 0.8017)
C (2.0059, -0.4425, -1.2399)
C (0.7869, -2.2071, 0.0670)
C (2.9065, 2.5399, 1.6729)
N (1.1028, 1.0348, 1.4453)
N (-0.0448, 0.1658, -0.1280)
O (1.9400, 1.6731, 0.9246)
H (-1.7801, -2.0652, -0.9475)
H (-2.2420, -1.4575, -2.6361)
H (-2.1407, 0.8216, -1.6247)
H (-3.0923, -0.2516, -0.4721)
H (0.0551, -1.8836, -2.8895)
H (-0.0537, -0.0207, -2.6677)
H (-1.1705, -0.3432, 2.6423)
H (-1.5673, -1.6374, 1.4507)
H (-2.8018, -0.5803, 1.9757)
H (-1.3408, 2.3541, -0.0256)
H (-0.6475, 1.9860, 1.6178)
H (-2.4887, 1.9311, 1.2013)
H (2.2330, -1.1051, -2.1646)
H (2.6808, -0.3751, -0.3710)
H (2.0178, 0.5570, -1.5500)
H (-0.0522, -2.7365, 0.0512)
H (0.7679, -1.8821, 1.1154)
H (1.6034, -2.7471, -0.4306)
H (2.6177, 3.5617, 1.3351)
H (3.9623, 2.3486, 1.4268)
H (2.6583, 2.4438, 2.7104)

Net charge   +1
M   185.29 g mol⁻¹
HOMO level (spin up / spin down)   -12.83 / -12.83 eV
LUMO energy (spin up / spin down)   -0.181 / -0.181 hartree

=====

Record 2
# C8H15BO

2 unconnected molecules or ions with the total composition C8H15BO (ωB97M-V with the def2-TZVPD basis set, the Open Molecules 2025 dataset).

Positions of all 25 atoms, in Å:
B (1.3096, 1.3157, -0.8789)
C (-0.2580, -0.4272, 1.7785)
C (-0.4487, -0.1463, 0.4956)
C (-1.1483, -1.4901, 2.3844)
C (-1.2599, -0.8917, -0.4165)
C (-1.8572, -2.4659, 1.4050)
C (-2.3647, -1.6333, 0.2150)
C (0.5549, 2.4132, -1.8441)
C (3.6844, 1.9351, -1.1335)
O (2.6069, 1.0597, -0.6875)
H (0.6040, -0.1856, 2.3464)
H (-0.6377, -2.0926, 3.1367)
H (-2.0460, -0.8984, 2.7720)
H (-1.5838, -0.2137, -1.2286)
H (-0.5639, -1.5094, -0.9698)
H (-1.1373, -3.2324, 1.0101)
H (-2.7499, -2.7936, 1.8435)
H (-2.9933, -0.9342, 0.6701)
H (-2.8594, -2.3422, -0.4942)
H (0.9082, 3.4925, -1.8585)
H (-0.5184, 2.3407, -1.9391)
H (0.8729, 2.2284, -2.8869)
H (4.0146, 1.6155, -2.1441)
H (4.5733, 1.9813, -0.3674)
H (3.2978, 2.8745, -1.2082)

Net charge   0
M   138.02 g mol⁻¹
HOMO level   -7.27 eV
LUMO energy   0.021 hartree

=====

Record 3
# C5H6O

2 unconnected molecules or ions with the total composition C5H6O (ωB97M-V with the def2-TZVPD basis set, the Open Molecules 2025 dataset).

Positions of all 12 atoms, in Å:
O (2.3119, -1.6349, 0.6494)
C (1.5488, -1.1657, 1.3473)
C (0.7778, 1.0374, -0.9623)
C (-0.1224, 1.1298, 0.0129)
C (-1.3472, -0.9237, -0.1400)
C (-0.7930, -0.0058, 0.6409)
H (1.2920, 1.9213, -1.3210)
H (0.9899, 0.1040, -1.4881)
H (-0.3651, 2.0887, 0.4675)
H (-1.1047, -1.0668, -1.1977)
H (-2.0908, -1.5636, 0.3006)
H (-1.0974, 0.0793, 1.6906)

Net charge   0
M   82.10 g mol⁻¹
HOMO level   -9.03 eV
LUMO energy   0.032 hartree

=====

Computed energy (hartree) in order:
-577.83314; -413.76220; -269.28578
Computed largest force on an atom (eV/A) in order:
4.5; 4.8; 1.7